{
  "formula": "C37H52F3HgN6O2SbSi3",
  "method": "the ωB97M-V functional and the def2-TZVPD basis",
  "mol_weight_g_mol": 1076.47,
  "homo_ev": [-2.5, -2.9],
  "total_charge": -1,
  "spin_multiplicity": 2,
  "lumo_ha": [0.089, 0.089],
  "largest_force_ev_per_a": 1.6,
  "species": ["C", "H", "O", "H", "C", "C", "H", "H", "F", "C", "C", "C", "C", "C", "Si", "C", "N", "H", "C", "H", "H", "Sb", "C", "N", "H", "H", "H", "H", "O", "Hg", "H", "H", "C", "H", "H", "H", "H", "H", "H", "C", "C", "C", "H", "C", "C", "H", "H", "F", "C", "C", "C", "C", "H", "C", "H", "C", "Si", "H", "H", "F", "H", "C", "C", "C", "C", "C", "C", "C", "H", "C", "H", "C", "C", "H", "H", "H", "H", "H", "H", "H", "H", "H", "H", "N", "C", "H", "H", "Si", "N", "H", "N", "H", "H", "H", "H", "H", "H", "H", "H", "N", "C", "H", "C", "C", "H"],
  "xyz": [[-1.150, 3.723, -2.281], [-3.426, -0.235, 3.964], [-1.031, 2.036, 1.424], [-4.812, 2.227, -0.337], [4.685, -1.514, -0.933], [1.965, 3.878, 3.221], [4.638, -0.492, 1.503], [-3.552, 1.042, -2.509], [0.371, -1.235, -7.614], [-2.171, 3.516, -0.069], [2.474, -2.984, 2.260], [-3.193, 0.203, -1.911], [2.276, -1.104, 4.665], [1.979, 0.360, -4.903], [2.598, -1.166, 2.796], [-2.036, -2.032, -0.032], [-0.752, -1.963, -0.450], [1.947, -3.082, 1.310], [-0.932, -4.087, -1.558], [-2.879, -5.004, -1.489], [-1.433, 4.231, 0.316], [-0.669, -0.962, 2.646], [-2.268, -4.163, -1.185], [1.214, 1.622, 3.547], [-2.858, 4.857, -1.627], [0.436, 2.316, -2.612], [-3.855, -3.170, -0.176], [-5.758, -2.499, 0.321], [-0.600, 4.642, -2.843], [1.179, -0.223, -0.301], [-1.279, 2.272, 3.390], [2.820, 0.755, -5.455], [6.814, -0.420, -0.899], [3.463, -3.437, 2.157], [6.667, 1.733, -0.932], [-2.311, -0.207, -2.401], [-2.750, -3.067, 3.558], [5.101, -1.136, 3.080], [-1.191, 1.624, -2.655], [1.548, 1.303, 2.284], [-1.591, 2.099, 0.118], [1.333, -0.102, 1.878], [-0.450, -4.864, -2.133], [-2.454, 3.847, -1.539], [-0.250, -0.586, -4.796], [2.727, 4.328, 1.256], [-3.177, 3.129, -1.935], [-0.290, 0.812, -7.506], [-4.344, -0.468, 3.426], [-0.104, -0.651, -3.445], [6.084, -1.590, -0.914], [2.310, 3.570, 1.909], [-4.805, 0.466, 3.106], [-1.885, 2.384, 2.497], [2.939, -2.522, -0.826], [-2.591, -0.984, 0.850], [-2.877, 0.628, -0.079], [-0.894, -1.064, -2.832], [2.907, 0.598, -3.006], [1.827, 0.374, -7.676], [-4.500, 1.944, 1.373], [0.816, -0.076, -5.592], [0.698, -0.027, -7.049], [2.027, 0.269, -3.544], [4.368, -0.520, 2.557], [-4.529, 1.468, 0.394], [4.755, 0.770, -0.967], [1.431, 2.857, 3.985], [0.302, 2.554, -0.316], [-2.810, -3.139, -0.440], [4.328, -3.507, -0.681], [-5.741, -1.889, 1.225], [-0.547, 2.339, -2.140], [-5.334, 0.736, 0.415], [-6.391, -2.371, 1.957], [-3.962, -0.571, -1.947], [6.563, -2.560, -0.920], [-2.734, 1.700, 2.566], [2.308, -0.075, 5.013], [1.282, -1.490, 4.895], [4.455, 0.499, 2.939], [0.799, -2.842, -1.473], [2.427, 2.018, 0.446], [1.014, -0.236, -2.773], [-3.484, -3.264, 2.778], [-1.162, -0.928, -5.266], [3.008, -1.684, 5.230], [-3.984, -1.618, 1.961], [4.030, -0.350, -0.946], [7.894, -0.453, -0.871], [-0.397, 1.941, -0.735], [-4.338, -3.768, 3.236], [4.187, 1.692, -1.021], [1.919, -3.555, 3.001], [-2.236, 3.419, 2.432], [-3.089, 3.629, 0.507], [-5.032, -0.952, 4.121], [-6.202, -0.934, 0.970], [1.146, 3.028, 5.020], [3.922, -2.649, -1.009], [6.133, 0.794, -0.933], [-3.027, -3.953, 2.070], [-0.240, -2.957, -1.172], [2.121, 2.284, 1.451], [2.120, 4.866, 3.633]],
  "mulliken_charge": [-0.03, 0.22, -0.05, 0.40, 0.31, -0.63, 0.16, 0.45, -0.29, -1.77, -0.79, -0.94, -1.19, -1.07, 0.87, -0.73, 1.18, -0.05, -1.22, 0.44, 0.61, 0.42, -0.95, -0.16, 0.46, 0.54, 0.35, 0.43, -0.63, 3.20, 0.25, 0.45, -0.41, 0.32, 0.42, -0.04, 0.29, 0.44, 0.14, -0.27, 0.53, -1.10, 0.48, -0.68, -1.03, 0.44, 0.21, -0.29, -1.22, -0.40, -0.93, -0.62, 0.35, -0.81, -0.12, 0.72, -0.58, 0.45, 0.28, -0.31, 0.29, 0.08, 0.79, -0.70, -1.12, -1.06, -0.22, -0.48, 0.16, -0.82, 0.31, -1.37, -0.65, 0.18, 0.37, 0.27, 0.39, 0.02, 0.30, 0.25, 0.32, 0.07, 0.25, 0.53, -1.22, 0.46, 0.37, 0.82, 0.60, 0.39, 0.79, 0.37, 0.47, 0.41, 0.31, 0.49, 0.46, 0.41, 0.45, -0.26, -1.01, 0.41, -0.33, -0.46, 0.43]
}



{
  "formula": "C37H52GeN7O4PrSi",
  "method": "the ωB97M-V functional and the def2-TZVPD basis",
  "mol_weight_g_mol": 900.47,
  "homo_ev": [-7.7, -7.7],
  "spin_multiplicity": 3,
  "relative_energy_kcal_mol": 14.1,
  "lumo_ha": [0.013, 0.013],
  "largest_force_ev_per_a": 1.4,
  "species": ["C", "H", "H", "C", "C", "C", "C", "H", "H", "C", "H", "H", "C", "H", "O", "H", "C", "N", "C", "C", "H", "C", "Ge", "H", "H", "C", "C", "H", "H", "H", "H", "C", "C", "C", "C", "H", "C", "H", "H", "C", "H", "O", "H", "C", "H", "H", "C", "C", "H", "C", "H", "H", "H", "H", "C", "H", "H", "C", "Si", "H", "H", "C", "C", "H", "H", "N", "H", "Pr", "H", "H", "H", "N", "C", "N", "H", "C", "C", "H", "H", "H", "H", "C", "C", "C", "H", "C", "H", "H", "H", "C", "C", "O", "H", "C", "N", "H", "O", "H", "N", "H", "N", "H", "H"],
  "xyz": [[-2.976, -0.646, 2.101], [5.401, -4.073, 1.098], [0.705, -1.311, 8.618], [5.002, -2.117, 1.892], [-0.564, -0.864, -5.279], [-3.747, 2.574, -2.044], [0.422, -1.764, 5.273], [3.663, -0.027, -4.069], [0.475, -0.879, -5.591], [-0.387, -0.793, 1.969], [2.150, 1.149, 5.431], [-3.722, -1.033, -6.513], [-0.097, 2.484, -2.455], [0.240, 1.648, -3.058], [-3.990, -0.855, 2.727], [-1.807, 3.685, 1.419], [-3.107, -3.267, -0.594], [-2.666, 2.214, 0.129], [2.672, -1.563, 2.270], [-1.578, -0.955, -6.202], [-1.335, -1.039, -7.257], [1.797, 3.841, 3.270], [1.287, -0.343, 2.896], [1.743, -2.742, -4.746], [-5.139, -1.712, -4.272], [-1.473, 2.926, -2.937], [2.627, 0.305, -3.927], [0.603, 3.315, -2.604], [1.902, 0.709, 7.836], [1.738, -1.569, -0.550], [1.386, 4.622, 3.900], [4.640, -3.376, 1.428], [2.316, -0.929, -1.226], [-1.639, -0.612, 2.832], [-3.477, 3.139, -0.654], [2.653, 1.262, -3.392], [-3.188, -0.833, -4.450], [-1.620, 0.339, 3.372], [3.183, 5.149, 2.277], [-0.886, -0.760, -3.900], [6.048, -1.834, 1.928], [-2.906, -0.366, 0.819], [0.487, 3.373, 0.462], [-2.914, -0.945, -5.798], [-0.645, -3.332, -1.663], [4.328, -0.246, 2.685], [0.289, -2.015, 6.633], [1.325, 2.538, 3.387], [-3.236, 1.668, 0.754], [2.853, 1.826, 1.679], [-1.730, 3.891, -2.498], [-5.152, 0.048, -4.343], [3.162, -2.811, -3.685], [-1.694, -1.383, 3.595], [1.481, 0.015, 7.118], [-1.417, 3.091, -4.015], [-0.667, 4.023, -0.671], [3.301, -3.743, 1.404], [1.669, -0.989, -2.972], [0.555, 2.322, 4.122], [3.015, -4.732, 1.063], [0.814, -1.121, 7.557], [4.026, -1.221, 2.316], [3.364, -1.255, -1.172], [-4.434, 3.348, -0.171], [-2.205, -0.724, -3.541], [-1.700, -4.447, 0.176], [-1.818, -0.411, -1.094], [-4.642, -0.807, -2.862], [-2.792, 1.454, -3.438], [0.763, 1.613, -0.834], [-2.537, 1.962, -2.607], [-4.609, -0.815, -3.946], [-0.014, -0.681, -2.867], [-0.225, -2.908, 6.971], [1.848, 1.506, 2.599], [1.077, -0.616, 4.813], [2.200, 0.494, -4.918], [-1.196, 2.038, 1.565], [-0.441, -0.167, 1.069], [0.124, -3.084, -0.247], [2.805, 4.137, 2.360], [3.326, 3.131, 1.556], [2.077, -2.656, -3.705], [-2.961, 4.098, -0.736], [2.328, -2.842, 1.823], [4.115, 3.355, 0.846], [3.306, 1.044, 1.080], [-0.329, -1.828, 1.634], [-0.403, 3.125, -0.107], [1.612, 0.264, 5.755], [-3.198, -2.200, -1.324], [2.272, 0.093, -0.831], [-1.541, 2.786, 0.846], [-0.730, -2.893, -0.753], [-4.150, 3.366, -2.685], [-3.948, -4.104, -0.344], [1.610, -3.475, -3.141], [-1.810, -3.462, -0.008], [1.286, -3.151, 1.809], [-0.129, 2.037, -1.055], [-4.508, 1.795, -1.974], [0.015, -2.480, 4.566]],
  "mulliken_charge": [-0.37, 0.41, 0.38, -0.76, -1.02, -0.84, -0.37, 0.44, 0.34, 1.44, 0.41, 0.51, 0.05, -0.41, -0.75, 0.38, 0.47, 0.26, 0.41, -0.76, 0.42, -0.88, 2.10, 0.31, 0.46, -1.36, -1.30, 0.56, 0.42, -0.34, 0.42, -0.61, 0.10, -0.07, -1.11, 0.33, 0.78, 0.18, 0.40, 0.87, 0.43, -0.54, 0.21, -1.08, 0.31, 0.41, -0.79, -0.29, 0.35, -0.41, 0.35, 0.31, 0.36, 0.37, -0.70, 0.56, 0.32, -0.78, -0.16, 0.51, 0.42, -0.51, -0.44, 0.64, 0.49, 0.75, 0.29, 1.72, 0.08, 0.13, -0.46, 0.12, -1.52, 0.27, 0.41, 0.37, 0.30, 0.33, -0.59, -2.03, 0.09, -0.68, -0.99, -1.12, 0.35, -0.39, 0.44, 0.36, 0.63, -0.48, -0.60, -0.49, -0.46, -0.06, -0.47, 0.45, -0.74, 0.32, -0.27, 0.54, 0.52, 0.36, 0.31]
}